# C6H7FS

A 2-piece molecular cluster, C6H7FS overall at a distorted geometry (wB97M-V/def2-TZVPD, the OMol25 dataset).

```
15
Properties=species:S:1:pos:R:3:nbo_charge:R:1
C -0.769 -0.185 0.266 -0.277
C -0.572 1.191 -0.540 -0.387
C 0.903 0.704 -0.530 -0.303
C 1.110 0.663 1.126 -0.153
C 0.035 -0.074 1.572 -0.238
C 0.375 -0.711 -0.772 0.241
H -1.321 -2.920 -0.670 0.076
H -1.251 0.912 -1.505 0.208
H -0.843 2.226 -0.322 0.239
H 1.745 0.916 -1.184 0.226
H 1.908 1.036 1.669 0.206
H -0.189 -0.028 2.641 0.241
H -0.094 -0.839 -1.770 0.187
F 1.208 -1.714 -0.364 -0.337
S -2.244 -1.178 0.384 0.070
```

- Energy: -730.6331 Ha
- E_LUMO: -0.06181 hartree
- Orbital gap: 0.2749 hartree
- Highest occupied orbital energy: -9.2 eV
- Relative energy (zero: lowest compared OMol25 entry of this formula, charge and spin): 608.0 kJ/mol

# C2H4N2O2

C2H4N2O2 as an isolated structure at a distorted geometry (wB97M-V/def2-TZVPD, the OMol25 dataset).

```
10
Properties=species:S:1:pos:R:3:nbo_charge:R:1
C -0.519 0.849 -0.535 0.728
C -1.126 0.035 0.486 -0.797
N 1.473 -0.428 0.296 -0.227
N 1.151 0.153 -0.864 -0.104
O -0.744 1.790 -1.151 -0.458
O 0.978 -1.247 -0.747 -0.291
H -0.626 -0.993 0.423 0.284
H -2.236 -0.072 0.340 0.257
H -0.810 0.478 1.460 0.274
H 2.458 -0.564 0.292 0.334
```

- Energy: -338.3982 Ha
- E_LUMO: 0.03454 hartree
- Orbital gap: 0.3686 hartree
- Highest occupied orbital energy: -9.1 eV
- Relative energy (zero: lowest compared OMol25 entry of this formula, charge and spin): 669.4 kJ/mol

# C18H47Li3N18O15

C18H47Li3N18O15 as an isolated structure at a distorted geometry (wB97M-V/def2-TZVPD, the OMol25 dataset).

```
101
Properties=species:S:1:pos:R:3:lowdin_charge:R:1
Li 0.275 -3.063 -2.983 0.730
Li 2.405 -0.970 -2.673 0.680
Li -2.641 1.453 2.553 0.784
C -0.112 1.477 -0.695 -0.039
C -0.926 1.242 0.374 -0.362
C -1.060 -0.150 0.944 -0.346
O -2.021 -0.490 1.737 -0.130
C -0.230 -1.172 0.525 0.006
C 0.632 -1.003 -0.637 -0.271
C 0.674 0.446 -1.260 -0.282
O 1.401 0.592 -2.260 -0.062
O 1.401 -1.880 -1.065 -0.064
O -1.487 2.284 0.904 -0.133
H 0.051 2.461 -1.111 0.119
H -0.334 -2.175 0.911 0.083
C 3.842 -2.311 -5.512 -0.075
C 2.848 -3.207 -4.694 -0.619
C 3.711 -4.174 -3.859 -0.070
O 1.999 -2.511 -3.846 -0.455
H 4.523 -2.895 -6.126 0.074
H 4.282 -1.507 -4.915 0.062
H 3.215 -1.737 -6.206 0.066
H 2.226 -3.658 -5.478 0.121
H 3.082 -4.720 -3.157 0.059
H 4.569 -3.635 -3.462 0.075
H 4.089 -4.934 -4.553 0.074
C 2.519 0.249 3.155 -0.673
O 3.681 -0.015 2.904 0.065
N 1.475 -0.580 2.849 0.161
N 2.127 1.375 3.817 0.136
H 0.526 -0.526 3.161 0.087
H 1.788 -1.330 2.257 0.083
H 1.147 1.455 4.006 0.076
H 2.775 2.129 3.970 0.113
C -5.204 4.781 1.596 -0.681
O -5.710 3.658 1.509 0.006
N -3.921 4.947 1.201 0.154
N -5.868 5.900 1.952 0.173
H -3.541 4.127 0.762 0.061
H -3.538 5.866 1.078 0.105
H -6.828 5.786 2.225 0.115
H -5.407 6.787 2.004 0.103
C -3.198 -3.590 3.188 -0.712
O -3.585 -4.662 3.654 0.021
N -1.992 -3.018 3.340 0.154
N -3.827 -2.955 2.176 0.151
H -1.356 -3.328 4.054 0.108
H -1.759 -2.400 2.576 0.044
H -3.521 -2.052 1.850 0.070
H -4.666 -3.424 1.880 0.110
C 1.982 -4.729 3.889 -0.679
O 1.830 -4.734 5.108 0.020
N 2.642 -5.707 3.232 0.160
N 1.492 -3.759 3.073 0.158
H 2.909 -5.530 2.280 0.084
H 3.090 -6.448 3.737 0.109
H 1.096 -2.926 3.467 0.066
H 1.441 -3.826 2.071 0.046
C -3.785 3.325 -2.488 -0.668
O -4.814 3.875 -2.880 0.028
N -2.649 3.192 -3.207 0.158
N -3.697 2.871 -1.203 0.159
H -2.449 3.861 -3.930 0.107
H -1.889 2.673 -2.809 0.065
H -2.846 2.454 -0.877 0.053
H -4.460 3.173 -0.616 0.079
C -0.007 5.364 3.370 -0.672
O 0.320 6.543 3.396 0.035
N -1.124 4.921 2.751 0.164
N 0.704 4.394 4.033 0.152
H -1.293 3.932 2.790 0.054
H -1.763 5.535 2.294 0.074
H 0.231 3.536 4.244 0.068
H 1.486 4.639 4.612 0.111
C -1.518 -4.431 -0.759 -0.642
O -0.785 -4.239 -1.748 -0.076
N -0.997 -4.329 0.484 0.172
N -2.797 -4.832 -0.841 0.187
H 0.035 -4.280 0.441 0.055
H -1.520 -4.550 1.313 0.096
H -3.309 -5.096 -0.020 0.103
H -3.179 -5.050 -1.744 0.116
C 3.094 3.369 0.563 -0.665
O 4.068 3.575 1.297 0.013
N 2.987 3.665 -0.749 0.173
N 2.048 2.654 1.068 0.173
H 3.670 4.272 -1.166 0.113
H 2.138 3.430 -1.215 0.072
H 1.177 2.642 0.545 0.052
H 2.035 2.496 2.065 0.051
C 1.158 1.769 -5.542 -0.671
O 0.884 1.693 -6.730 0.032
N 0.303 2.305 -4.627 0.157
N 2.290 1.250 -4.978 0.161
H 0.488 2.188 -3.648 0.054
H -0.560 2.727 -4.907 0.083
H 2.378 1.202 -3.974 0.054
H 3.028 0.859 -5.531 0.098
O 1.695 -4.413 0.073 -0.062
H 2.371 -4.945 -0.363 0.079
H 1.842 -3.506 -0.263 0.035
```

- Energy: -2851.4053 Ha
- E_LUMO: -0.08220 hartree
- Orbital gap: 0.2430 hartree
- Highest occupied orbital energy: -8.8 eV

What is the formula in the second record?
C2H4N2O2